Record 1
A 3-piece molecular cluster, C2H11NO2S2 overall at a distorted geometry. Source: the Open Molecules 2025 dataset; level of theory: wB97M-V/def2-TZVPD.

Geometry (Å):
H  -0.213  -0.301  2.713
H  0.700  -2.310  0.400
N  -1.118  -0.540  2.343
H  0.067  3.129  -0.242
H  2.997  3.507  -1.274
H  -0.879  -2.535  2.165
H  1.609  3.823  -2.017
C  -1.119  -1.731  1.491
H  0.142  1.638  -0.696
S  0.329  -1.724  -2.664
O  2.059  3.679  -1.176
O  -0.461  2.353  -0.484
H  -2.153  -1.906  1.216
H  -1.553  0.260  1.907
S  -1.079  -2.048  -1.193
C  -0.165  -1.647  0.290
H  0.559  -2.990  -3.051
H  0.279  -0.657  0.270

Atoms 1-3, force components in eV/Å:
H 0.2 0.1 -0.1
H -0.3 -0.2 0.0
N -0.6 -0.2 0.0

Results
E = -1084.38904 Eh
maximum force = 1.27 eV/Å
charge = 0
SMILES = NCCSS.O.O
gap between HOMO and LUMO = 9.28 eV
relative energy (zero: lowest compared OMol25 entry of this formula, charge and spin) = 9.87 kcal/mol

---

Record 2
One molecule with the formula C18H21N3O4S at a distorted geometry. Source: the Open Molecules 2025 dataset; level of theory: wB97M-V/def2-TZVPD.

Geometry (Å):
H  2.118  4.433  0.167
H  -3.528  -2.162  1.410
H  -3.259  -1.072  -2.313
C  3.135  2.925  -1.019
H  -2.045  1.226  -2.868
C  -1.304  1.454  -2.118
O  -3.553  1.096  0.997
H  1.111  0.242  1.833
H  2.312  -0.311  3.955
H  2.964  -2.691  4.358
C  1.568  -3.075  1.477
C  0.527  2.096  -0.128
H  0.236  2.038  -3.492
C  -2.693  -1.632  0.933
H  1.400  -3.902  0.799
O  2.082  2.647  -1.925
C  1.416  -0.769  2.056
S  -3.245  0.673  -0.338
H  3.885  4.503  0.235
H  -1.034  1.528  1.239
C  -1.555  -2.623  0.636
N  -0.701  -2.083  -0.393
C  3.031  4.321  -0.412
C  2.447  -2.396  3.455
C  -1.346  -1.914  -1.685
C  0.503  -1.507  -0.172
C  -0.054  1.915  -2.460
H  -0.984  -2.817  1.543
H  -1.175  -2.810  -2.295
C  0.886  2.226  -1.470
H  -3.391  -2.641  -1.502
H  -2.365  -0.844  1.612
C  -2.858  -1.684  -1.505
C  1.133  -1.789  1.155
H  4.041  2.856  -1.628
C  -1.632  1.294  -0.782
N  -3.156  -0.995  -0.279
H  1.217  2.358  0.658
C  -0.730  1.624  0.207
H  3.025  5.066  -1.204
N  2.200  -3.370  2.596
C  2.081  -1.077  3.231
O  1.089  -0.854  -1.018
H  3.184  2.154  -0.242
H  -0.862  -1.066  -2.176
O  -4.152  0.978  -1.404
H  -1.969  -3.572  0.277

Atoms 1-3, force components in eV/Å:
H 0.0 0.0 0.1
H 0.1 0.1 0.0
H 0.0 -0.3 -0.2

Results
E = -1561.91637 Eh
maximum force = 1.11 eV/Å
charge = 0
SMILES = CCOc1ccc(S(=O)(=O)N2CCN(C(=O)c3cccnc3)CC2)cc1
gap between HOMO and LUMO = 9.27 eV
relative energy (zero: lowest compared OMol25 entry of this formula, charge and spin) = 53.88 kcal/mol

---

Record 3
A 2-piece molecular cluster, C6H4O overall. Source: the Open Molecules 2025 dataset; level of theory: wB97M-V/def2-TZVPD.

Geometry (Å):
H  -3.461  0.363  2.577
C  -1.601  0.133  1.290
C  -0.314  0.972  -2.005
C  1.804  -0.433  -0.874
C  -0.386  0.511  -0.830
O  0.585  -0.598  0.901
C  -2.586  0.255  1.972
H  1.453  -1.389  -1.241
H  2.499  -0.444  -0.046
H  1.933  0.347  -1.609
C  -0.424  -0.004  0.465

Atoms 1-3, force components in eV/Å:
H 0.2 0.0 -0.1
C -0.5 0.1 0.3
C -0.1 -0.3 0.7

Results
E = -305.94439 Eh
maximum force = 0.71 eV/Å
charge = 0
gap between HOMO and LUMO (alpha / beta) = 8.01 / 8.01 eV
relative energy (zero: lowest compared OMol25 entry of this formula, charge and spin) = 167.64 kcal/mol